No. 1
This record from the OMol25 dataset describes C13H12CoN2O10 as an isolated structure. The level of theory is ωB97M-V/def2-TZVPD.

## Properties
- LUMO (alpha / beta): 4.71 / 4.71 eV
- Total charge: -2
- Orbital gap (alpha / beta): 7.74 / 8.07 eV
- 2S+1: 4

Each line ends with the Löwdin spin population.
Positions of all 38 atoms, in Å:
Co -0.014 -0.133 1.343  2.757
O 1.105 1.565 0.616  0.032
C 0.363 2.766 0.492  0.002
C -1.094 2.457 0.184  0.001
N -1.612 1.503 1.156  0.029
C -2.799 0.791 0.695  0.001
C -2.498 -0.498 -0.090  0.005
O -3.424 -0.976 -0.745  0.005
O -1.328 -0.977 0.055  0.043
C -1.796 2.049 2.493  0.002
C -1.608 0.962 3.569  0.004
O -2.139 1.152 4.667  0.005
O -0.879 -0.016 3.218  0.044
H 1.304 1.290 -0.338  0.000
H 0.463 3.315 1.432  0.000
H 0.783 3.375 -0.311  0.001
H -1.688 3.386 0.161  0.001
H -1.138 1.996 -0.805  0.000
H -3.371 0.473 1.571  0.000
H -3.453 1.432 0.093  0.001
H -1.034 2.805 2.691  0.000
H -2.774 2.529 2.617  0.001
O 2.170 -4.314 -3.153  0.000
C 1.980 -3.198 -2.373  0.000
C 1.688 -1.966 -2.930  0.001
C 1.504 -0.881 -2.088  0.001
N 1.566 -0.988 -0.761  0.012
C 1.874 -2.174 -0.240  0.001
C 2.104 -3.310 -1.003  0.000
C 2.013 -2.268 1.280  0.005
O 2.734 -3.164 1.722  0.005
O 1.392 -1.393 1.963  0.042
C 1.284 0.503 -2.726  0.000
O 1.118 0.523 -3.954  0.000
O 1.233 1.476 -1.926  0.000
H 2.003 -4.056 -4.065  0.000
H 1.598 -1.803 -3.998  0.000
H 2.372 -4.235 -0.515  0.000

***

No. 2
This record from the OMol25 dataset describes C13H12LiNSbSe4 as an isolated structure. The level of theory is ωB97M-V/def2-TZVPD.

## Properties
- LUMO (alpha / beta): 0.47 / 0.41 eV
- Total charge: -1
- Relative energy (zero: lowest compared OMol25 entry of this formula, charge and spin): 1.1 kcal/mol
- Orbital gap (alpha / beta): 5.19 / 5.12 eV

Each line ends with the natural charge from an NBO analysis.
Positions of all 32 atoms, in Å:
Li 0.317 -0.543 -0.587  0.783
C -5.230 -1.827 -0.482  -0.242
C -4.382 -0.755 -0.127  -0.261
C -3.029 -0.888 -0.264  -0.196
C -2.417 -2.076 -0.755  -0.002
C -0.979 -2.142 -0.865  -0.461
C -0.530 -3.361 -1.345  -0.302
C -1.367 -4.442 -1.706  -0.219
C -2.723 -4.344 -1.593  -0.234
C -3.287 -3.140 -1.105  -0.112
C -4.690 -2.987 -0.959  -0.190
H -6.304 -1.729 -0.374  0.194
H -4.807 0.165 0.256  0.194
H -2.371 -0.069 0.011  0.200
H 0.540 -3.527 -1.464  0.179
H -0.927 -5.361 -2.076  0.189
H -3.375 -5.165 -1.865  0.187
H -5.331 -3.818 -1.231  0.191
Se 2.744 3.813 -1.506  -0.603
Sb 3.399 1.558 -0.953  0.964
Se 5.714 2.345 -0.751  -0.352
Se 2.979 -0.213 -2.608  -0.338
Se 2.509 0.111 0.766  -0.597
C -2.306 3.519 -2.881  -0.591
C -1.052 3.632 -2.018  -0.516
C -0.585 2.321 -1.576  0.392
N -0.260 1.282 -1.222  -0.424
H -2.631 4.514 -3.184  0.210
H -3.118 3.039 -2.337  0.220
H -2.107 2.933 -3.777  0.220
H -1.228 4.231 -1.123  0.248
H -0.224 4.100 -2.552  0.266

***

No. 3
This record from the OMol25 dataset describes a 2-piece molecular cluster, C13H12N2O3S overall. The level of theory is ωB97M-V/def2-TZVPD.

## Properties
- LUMO: 0.02 eV
- Total charge: 0
- Relative energy (zero: lowest compared OMol25 entry of this formula, charge and spin): 64.2 kcal/mol
- Orbital gap: 9.76 eV
- SMILES string: Cc1ccc(S(=O)(=O)N=C=O)cc1.c1ccncc1

Each line ends with the natural charge from an NBO analysis.
Positions of all 31 atoms, in Å:
C 4.332 1.699 -2.816  -0.636
C 3.038 0.961 -2.658  0.025
C 1.876 1.699 -2.401  -0.240
C 0.666 1.026 -2.236  -0.094
C 0.615 -0.362 -2.355  -0.368
S -0.934 -1.183 -1.961  2.232
O -2.046 -0.427 -2.471  -0.885
O -0.834 -2.603 -2.253  -0.885
N -0.984 -0.931 -0.049  -0.819
C -1.892 -1.584 0.478  0.886
O -2.772 -2.365 0.736  -0.552
C 1.771 -1.093 -2.652  -0.145
C 2.989 -0.428 -2.826  -0.226
H 5.142 1.000 -3.040  0.217
H 4.238 2.416 -3.640  0.226
H 4.605 2.274 -1.922  0.227
H 1.941 2.797 -2.337  0.222
H -0.224 1.580 -1.969  0.232
H 1.739 -2.174 -2.710  0.245
H 3.916 -0.965 -3.089  0.224
C -2.631 0.369 4.905  -0.167
C -1.467 0.640 4.188  -0.252
C -1.323 0.050 2.918  0.056
N -2.269 -0.730 2.416  -0.440
C -3.374 -1.034 3.105  0.056
C -3.604 -0.482 4.376  -0.249
H -2.787 0.815 5.877  0.220
H -0.666 1.284 4.551  0.224
H -0.431 0.217 2.299  0.216
H -4.097 -1.724 2.649  0.225
H -4.531 -0.743 4.889  0.226

***

No. 4
This record from the OMol25 dataset describes one molecule with the formula C13H12O3. The level of theory is ωB97M-V/def2-TZVPD.

## Properties
- LUMO: 0.73 eV
- Total charge: 0
- Relative energy (zero: lowest compared OMol25 entry of this formula, charge and spin): 0.0 kcal/mol
- Orbital gap: 8.49 eV
- SMILES string: O=C(O)CCc1ccc(-c2ccccc2)o1

Each line ends with the natural charge from an NBO analysis.
Positions of all 28 atoms, in Å:
O 3.791 -2.057 1.400  -0.601
C 2.703 -2.421 1.751  0.801
O 2.224 -3.638 1.466  -0.683
C 1.722 -1.615 2.568  -0.505
C 1.877 -0.112 2.300  -0.442
C 1.440 0.229 0.916  0.283
C 2.137 0.339 -0.252  -0.309
C 1.189 0.639 -1.253  -0.279
C -0.034 0.691 -0.631  0.237
C -1.365 0.958 -1.138  -0.013
C -2.460 0.956 -0.272  -0.211
C -3.731 1.210 -0.748  -0.207
C -3.933 1.470 -2.094  -0.219
C -2.853 1.475 -2.961  -0.208
C -1.579 1.221 -2.492  -0.204
O 0.126 0.438 0.692  -0.411
H 2.873 -4.149 0.956  0.497
H 1.927 -1.827 3.620  0.240
H 0.712 -1.957 2.342  0.236
H 1.271 0.444 3.017  0.228
H 2.925 0.162 2.418  0.244
H 3.194 0.216 -0.373  0.238
H 1.393 0.795 -2.292  0.223
H -2.301 0.754 0.776  0.220
H -4.570 1.206 -0.067  0.213
H -4.928 1.669 -2.465  0.212
H -3.006 1.677 -4.011  0.213
H -0.743 1.227 -3.174  0.208

***

No. 5
This record from the OMol25 dataset describes a 3-piece molecular cluster, C13H13BF12O7S overall. The level of theory is ωB97M-V/def2-TZVPD.

## Properties
- LUMO: -0.66 eV
- Total charge: 0
- Orbital gap: 9.51 eV
- SMILES string: O=C(O)C(F)(F)C(F)(F)C(F)(F)C(=O)BS.CCOC(=O)C(F)(F)F.CCOC(=O)C(F)(F)F

Each line ends with the natural charge from an NBO analysis.
Positions of all 47 atoms, in Å:
O -0.233 -3.911 -1.767  -0.470
C 0.783 -3.532 -1.239  0.718
O 1.562 -2.559 -1.774  -0.712
C 1.174 -4.143 0.131  0.541
F 0.661 -3.370 1.107  -0.307
F 0.530 -5.317 0.218  -0.292
C 2.658 -4.476 0.387  0.580
F 2.705 -5.066 1.595  -0.294
F 3.058 -5.394 -0.502  -0.295
C 3.688 -3.321 0.422  0.549
F 4.046 -2.925 -0.810  -0.304
F 4.803 -3.861 0.961  -0.305
C 3.322 -2.090 1.308  0.260
O 3.500 -2.204 2.503  -0.463
B 2.707 -0.728 0.723  0.194
S 1.171 -0.161 1.437  -0.085
H 1.160 -1.688 -1.643  0.525
H 3.194 -0.053 -0.117  -0.014
H 1.064 -0.989 2.492  0.164
C -1.024 3.284 -3.694  -0.638
C -0.838 2.063 -4.568  -0.080
O 0.558 1.728 -4.698  -0.468
C 1.078 1.012 -3.720  0.701
O 0.504 0.622 -2.746  -0.569
C 2.550 0.697 -4.026  0.898
F 3.194 1.769 -4.489  -0.304
F 2.634 -0.265 -4.948  -0.303
F 3.179 0.278 -2.932  -0.303
H -0.436 4.119 -4.075  0.218
H -2.074 3.574 -3.667  0.225
H -0.693 3.090 -2.673  0.223
H -1.190 2.263 -5.577  0.200
H -1.398 1.208 -4.190  0.202
C -4.988 3.502 3.868  -0.638
C -4.728 2.206 3.132  -0.079
O -3.317 2.005 2.921  -0.476
C -2.649 1.476 3.935  0.691
O -3.100 1.155 4.992  -0.533
C -1.179 1.282 3.539  0.901
F -0.695 2.345 2.895  -0.304
F -1.049 0.215 2.725  -0.319
F -0.412 1.072 4.601  -0.297
H -4.529 4.339 3.340  0.216
H -6.059 3.682 3.951  0.224
H -4.562 3.476 4.871  0.224
H -5.174 2.238 2.140  0.197
H -5.157 1.353 3.657  0.202

***

No. 6
This record from the OMol25 dataset describes C13H13BrNO7Pd as an isolated structure. The level of theory is ωB97M-V/def2-TZVPD.

## Properties
- LUMO: 2.56 eV
- Total charge: -1
- Relative energy (zero: lowest compared OMol25 entry of this formula, charge and spin): 0.0 kcal/mol
- Orbital gap: 8.61 eV

Each line ends with the natural charge from an NBO analysis.
Positions of all 36 atoms, in Å:
Pd -0.012 1.187 0.727  1.008
O -1.472 -1.609 1.091  -0.715
C -0.284 -2.046 1.727  -0.085
C 0.146 -1.003 2.736  -0.241
N 0.897 0.156 2.186  -0.395
C 0.951 1.209 3.235  -0.346
C -0.450 1.861 3.363  0.753
O -0.845 2.186 4.468  -0.657
O -1.072 2.028 2.238  -0.700
C 2.203 -0.278 1.626  -0.352
C 2.137 -0.405 0.079  0.763
O 2.763 -1.305 -0.451  -0.654
O 1.448 0.519 -0.517  -0.728
H -1.713 -2.238 0.405  0.474
H 0.517 -2.243 1.006  0.189
H -0.468 -2.974 2.281  0.166
H 0.807 -1.484 3.466  0.187
H -0.729 -0.630 3.266  0.239
H 1.645 1.979 2.897  0.227
H 1.292 0.802 4.190  0.199
H 2.505 -1.236 2.051  0.205
H 2.959 0.465 1.882  0.225
Br -0.448 -2.691 -5.269  0.009
C -0.698 -1.149 -4.179  -0.070
C -0.720 0.102 -4.771  -0.262
C -0.911 1.216 -3.970  -0.150
C -1.058 1.096 -2.591  -0.158
C -1.033 -0.170 -2.029  -0.100
C -0.856 -1.302 -2.815  -0.274
C -1.278 2.374 -1.795  0.771
O -1.821 3.304 -2.380  -0.667
O -0.866 2.446 -0.579  -0.734
H -0.596 0.201 -5.841  0.217
H -0.959 2.206 -4.402  0.235
H -1.159 -0.287 -0.962  0.212
H -0.821 -2.286 -2.367  0.210

***

No. 7
This record from the OMol25 dataset describes one molecule with the formula C13H13ClN4O2. The level of theory is ωB97M-V/def2-TZVPD.

## Properties
- LUMO: -0.55 eV
- Total charge: 0
- Orbital gap: 7.91 eV
- SMILES string: Cc1nc(-c2ccc(NC(=O)CCl)cn2)[nH]c(=O)c1C

Each line ends with the natural charge from an NBO analysis.
Positions of all 33 atoms, in Å:
C 0.768 0.073 -4.464  -0.659
C 0.679 0.860 -3.207  0.283
N 0.011 0.259 -2.198  -0.524
C 0.033 0.630 -0.945  0.442
C -0.890 -0.063 0.037  0.128
C -1.466 -1.267 -0.472  -0.187
C -2.214 -2.071 0.369  -0.217
C -2.507 -1.570 1.709  0.113
N -3.065 -2.381 2.684  -0.625
C -2.764 -3.652 3.007  0.659
O -3.335 -4.090 3.970  -0.591
C -1.663 -4.491 2.365  -0.506
Cl -2.240 -5.297 0.966  0.006
C -2.008 -0.330 2.117  0.015
N -1.203 0.354 1.279  -0.404
N 0.779 1.742 -0.649  -0.561
C 1.366 2.510 -1.661  0.591
O 2.086 3.460 -1.333  -0.649
C 1.265 2.131 -2.979  -0.140
C 1.911 2.931 -4.061  -0.629
H 1.024 -0.932 -4.055  0.238
H 1.563 0.509 -5.066  0.224
H -0.199 -0.046 -5.004  0.239
H -1.266 -1.642 -1.478  0.253
H -2.530 -3.096 0.040  0.248
H -3.913 -2.099 3.162  0.424
H -1.372 -5.267 3.150  0.265
H -0.866 -3.796 2.120  0.229
H -2.211 0.024 3.119  0.210
H 0.898 2.093 0.330  0.443
H 1.671 3.900 -3.932  0.235
H 1.735 2.604 -5.083  0.212
H 2.957 2.986 -3.866  0.234

***

| no. | E (eV) | strongest force on any atom (eV/Å) |
| --- | --- | --- |
| 1 | -74764.001 | 0.71 |
| 2 | -283296.085 | 0.40 |
| 3 | -33631.822 | 4.00 |
| 4 | -19818.560 | 1.20 |
| 5 | -72145.859 | 2.31 |
| 6 | -103040.188 | 0.99 |
| 7 | -36269.505 | 5.42 |